Entry 1:
A structure of composition C22H24N6NaO3. Source: the Open Molecules 2025 dataset; level of theory: the ωB97M-V functional and the def2-TZVPD basis.

```
! wB97M-V def2-TZVPD RIJCOSX def2/J DEFGRID3
* xyz -1 1
Na -0.555 0.542 0.264
C -0.099 -2.898 0.654
N 0.555 -2.028 -0.305
C 0.093 -2.251 -1.663
C -1.311 -1.737 -1.898
C -1.962 -2.019 -3.096
C -3.201 -1.452 -3.331
C -3.759 -0.626 -2.366
C -3.051 -0.414 -1.195
N -1.860 -0.969 -0.963
C 2.002 -1.983 -0.183
C 2.500 -0.982 0.838
C 3.530 -1.287 1.719
C 3.986 -0.299 2.580
C 3.397 0.954 2.538
C 2.370 1.170 1.625
N 1.942 0.225 0.798
C -0.536 -2.226 1.941
C -1.196 -2.960 2.924
C -1.655 -2.298 4.051
C -1.439 -0.933 4.167
C -0.750 -0.290 3.150
N -0.304 -0.930 2.072
H 0.541 -3.761 0.903
H -1.005 -3.300 0.195
H 0.149 -3.315 -1.955
H 0.745 -1.689 -2.337
H -1.487 -2.646 -3.841
H -3.719 -1.636 -4.265
H -4.711 -0.140 -2.526
H -3.408 0.252 -0.416
H 2.407 -1.649 -1.141
H 2.425 -2.976 0.042
H 3.962 -2.280 1.734
H 4.788 -0.512 3.277
H 3.717 1.747 3.201
H 1.843 2.120 1.566
H -1.364 -4.023 2.797
H -2.186 -2.840 4.825
H -1.805 -0.376 5.019
H -0.565 0.782 3.170
N 1.600 0.502 -2.450
C 0.554 1.074 -3.312
C -0.403 2.084 -2.633
O -1.166 2.732 -3.386
N -0.278 2.114 -1.324
C -1.086 3.100 -0.612
C -1.250 2.583 0.822
O -0.447 2.970 1.703
O -2.111 1.667 0.989
H 1.154 0.380 -1.540
H 2.271 1.239 -2.262
H -0.058 0.263 -3.723
H 1.022 1.575 -4.161
H -2.063 3.237 -1.089
H -0.563 4.063 -0.592
*
```

- Energy relative to the best compared isomer or geometry (same formula, charge and spin): 6.5 kcal/mol
- DFT total energy: -42706.382 eV
- Frontier orbital gap: 6.08 eV
- Highest occupied orbital energy: -3.91 eV

---

Entry 2:
A structure of composition C22H23Cl3GeN6O2PtS. Source: the Open Molecules 2025 dataset; level of theory: the ωB97M-V functional and the def2-TZVPD basis.

```
! wB97M-V def2-TZVPD RIJCOSX def2/J DEFGRID3
* xyz 1 6
Pt 0.858 1.857 0.927
C 5.674 0.714 3.567
C 4.473 1.520 3.872
N 4.333 2.357 4.846
N 3.083 2.870 4.686
C 2.437 2.386 3.637
S 0.858 2.787 3.113
N 3.319 1.497 3.109
N 3.086 0.815 1.927
H 6.426 0.908 4.327
H 6.084 0.987 2.593
H 5.440 -0.352 3.562
H 2.742 3.564 5.332
H 2.857 -0.160 2.088
H 3.867 0.915 1.287
C -1.717 1.709 -3.136
C -1.079 2.005 -1.819
N 0.212 1.935 -1.627
O 0.892 1.602 -2.723
C -1.845 2.369 -0.664
C -3.324 2.452 -0.694
N -1.166 2.649 0.490
O -1.814 3.084 1.447
H -1.084 2.060 -3.947
H -2.693 2.180 -3.214
H -1.830 0.626 -3.255
H 1.833 1.595 -2.451
H -3.731 1.642 -1.300
H -3.635 3.398 -1.150
H -3.735 2.416 0.309
Cl 4.145 4.097 1.275
Ge 2.625 3.348 -0.077
Cl 3.796 1.982 -1.372
Cl 2.043 4.981 -1.342
C 0.415 -0.059 0.427
C -0.279 -0.977 0.017
C -1.057 -2.017 -0.498
C -1.731 -2.933 0.405
C -1.907 -2.597 1.756
C -2.534 -3.469 2.625
C -2.989 -4.702 2.174
C -2.805 -5.059 0.845
C -2.184 -4.188 -0.033
C -1.221 -2.043 -1.958
C -2.461 -2.328 -2.545
C -2.616 -2.293 -3.922
C -1.539 -1.985 -4.744
C -0.304 -1.699 -4.175
C -0.149 -1.719 -2.799
H -1.559 -1.635 2.109
H -2.673 -3.187 3.661
H -3.478 -5.385 2.857
H -3.139 -6.026 0.492
H -2.020 -4.490 -1.059
H -3.311 -2.556 -1.915
H -3.584 -2.510 -4.356
H -1.662 -1.969 -5.819
H 0.543 -1.466 -4.808
H 0.816 -1.505 -2.358
*
```

- Energy relative to the best compared isomer or geometry (same formula, charge and spin): 0.5 kcal/mol
- DFT total energy: -144377.502 eV
- Frontier orbital gap (spin up / spin down): 5.46 / 5.88 eV
- Highest occupied orbital energy (spin up / spin down): -9.10 / -11.34 eV

---

Entry 3:
A structure of composition C33H33BrN5O6Y. Source: the Open Molecules 2025 dataset; level of theory: the ωB97M-V functional and the def2-TZVPD basis.

```
! wB97M-V def2-TZVPD RIJCOSX def2/J DEFGRID3
* xyz 0 1
Y 0.263 0.372 0.053
C -0.159 4.135 0.578
N -0.500 2.962 1.393
C 0.176 3.030 2.696
C 1.686 3.239 2.631
C 2.434 2.355 1.638
N 2.015 0.956 1.696
C 2.679 0.196 2.489
C 2.534 -1.227 2.652
C 3.093 -1.820 3.799
C 3.013 -3.172 4.019
C 2.415 -3.977 3.034
C 1.903 -3.436 1.883
C 1.913 -2.032 1.652
O 1.384 -1.539 0.595
C -1.962 3.022 1.611
C -2.585 1.727 2.120
C -3.134 0.857 0.986
N -2.217 0.857 -0.148
C -2.721 1.146 -1.289
C -2.009 1.377 -2.530
C -2.721 1.247 -3.730
C -2.126 1.478 -4.949
C -0.793 1.900 -4.973
C -0.082 2.081 -3.808
C -0.657 1.809 -2.548
O 0.027 1.970 -1.452
H -0.454 5.064 1.089
H -0.674 4.060 -0.376
H 0.904 4.178 0.364
H -0.036 2.105 3.235
H -0.251 3.848 3.299
H 2.076 3.051 3.636
H 1.915 4.282 2.406
H 3.509 2.441 1.824
H 2.269 2.702 0.615
H 3.461 0.653 3.110
H 3.584 -1.180 4.526
H 3.429 -3.615 4.913
H 2.367 -5.049 3.183
H 1.457 -4.057 1.116
H -2.418 3.290 0.657
H -2.175 3.849 2.305
H -3.401 1.954 2.809
H -1.850 1.165 2.694
H -4.115 1.237 0.677
H -3.278 -0.164 1.346
H -3.810 1.264 -1.360
H -3.761 0.939 -3.685
H -2.679 1.347 -5.869
H -0.312 2.097 -5.924
H 0.947 2.421 -3.824
O 2.078 0.167 -1.455
C 2.184 -0.455 -2.505
C 1.186 -1.270 -3.156
C 1.542 -1.797 -4.400
C 0.648 -2.551 -5.114
C -0.634 -2.817 -4.610
C -0.999 -2.320 -3.393
C -0.114 -1.523 -2.609
O -0.504 -1.066 -1.483
N 1.034 -3.080 -6.414
O 2.154 -2.833 -6.825
O 0.213 -3.743 -7.024
H 3.143 -0.391 -3.045
H 2.524 -1.604 -4.812
H -1.314 -3.411 -5.203
H -1.985 -2.504 -2.988
Br -1.382 -4.835 4.588
C -1.205 -3.276 3.547
C -0.661 -2.134 4.099
C -0.518 -1.030 3.273
N -0.883 -1.012 1.992
C -1.408 -2.131 1.480
C -1.594 -3.285 2.217
H -0.329 -2.103 5.126
H -0.076 -0.121 3.665
H -1.659 -2.102 0.425
H -2.013 -4.169 1.759
*
```

- Energy relative to the best compared isomer or geometry (same formula, charge and spin): 0.0 kcal/mol
- DFT total energy: -125581.124 eV
- Frontier orbital gap: 7.75 eV
- Highest occupied orbital energy: -7.70 eV

---

Entry 4:
An isolated molecule of C4H3I. Source: the Open Molecules 2025 dataset; level of theory: the ωB97M-V functional and the def2-TZVPD basis.

```
! wB97M-V def2-TZVPD RIJCOSX def2/J DEFGRID3
* xyz 0 1
C -0.801 -0.191 -0.137
C -1.993 -0.215 0.075
C 1.511 0.449 -0.011
C 0.586 -0.501 -0.045
I -3.963 0.138 -0.031
H 2.614 0.379 0.062
H 1.074 1.395 -0.068
H 0.973 -1.453 0.154
*
```

- Energy relative to the best compared isomer or geometry (same formula, charge and spin): 10.6 kcal/mol
- DFT total energy: -12294.040 eV
- Frontier orbital gap: 9.27 eV
- Highest occupied orbital energy: -8.93 eV
- SMILES: C=CC#CI

---

Entry 5:
A cluster of 2 separate species, C10H18FN2 in total. Source: the Open Molecules 2025 dataset; level of theory: the ωB97M-V functional and the def2-TZVPD basis.

```
! wB97M-V def2-TZVPD RIJCOSX def2/J DEFGRID3
* xyz 1 1
C -3.366 -2.510 0.260
C -2.742 -1.328 0.076
C 0.233 2.402 0.648
C -0.813 0.020 0.647
C -3.304 0.005 -0.385
C 1.575 2.207 -0.088
C -0.809 3.255 -0.021
C 2.511 -2.229 -1.338
C 3.859 -1.424 0.793
C 2.718 -1.744 0.114
N -0.302 1.063 0.820
N -1.364 -1.103 0.489
F 1.475 -1.475 0.779
H -3.095 -3.351 0.761
H -4.484 -2.481 -0.055
H -4.284 -0.097 -0.715
H -2.751 0.218 -1.295
H -3.034 0.770 0.262
H 2.320 2.626 0.544
H 1.763 1.231 -0.389
H 1.428 2.630 -1.080
H -0.903 2.951 -1.026
H -1.771 3.046 0.459
H -0.580 4.321 0.159
H 2.374 -3.363 -1.093
H 1.775 -1.724 -1.972
H 3.383 -2.235 -1.951
H 4.838 -1.757 0.363
H 0.429 2.887 1.688
H 3.795 -0.845 1.748
H -0.874 -1.967 0.798
*
```

- Energy relative to the best compared isomer or geometry (same formula, charge and spin): 37.3 kcal/mol
- DFT total energy: -16349.592 eV
- Frontier orbital gap: 9.43 eV
- Highest occupied orbital energy: -12.52 eV

---

Entry 6:
A cluster of 2 separate species, C9H18N5 in total. Source: the Open Molecules 2025 dataset; level of theory: the ωB97M-V functional and the def2-TZVPD basis.

```
! wB97M-V def2-TZVPD RIJCOSX def2/J DEFGRID3
* xyz 1 1
C -2.993 -1.005 0.525
C -3.148 -0.899 -0.864
C -2.708 0.384 -1.137
C 0.774 -0.925 0.969
C 2.190 -0.687 1.514
C 2.472 1.186 0.051
C 1.485 0.582 -0.907
C 1.509 -0.895 -1.357
C -1.757 2.265 0.420
N -2.531 0.185 0.998
N -2.463 1.052 0.012
N 0.527 -0.384 -0.347
N -3.707 -1.824 -1.728
N 2.447 0.729 1.497
H -3.419 -1.709 1.220
H 0.461 -1.972 0.957
H 0.033 -0.345 1.763
H 2.068 -1.017 2.570
H 2.907 -1.192 0.835
H 3.448 1.034 -0.432
H 2.487 2.232 0.094
H 1.218 1.332 -1.568
H -2.745 0.980 -2.059
H 2.349 -1.322 -0.976
H 1.031 -1.198 -2.234
H -0.810 2.395 -0.051
H -2.328 3.154 0.232
H -1.634 2.023 1.485
H -4.680 -2.207 -1.519
H -3.759 -1.424 -2.652
H 1.879 1.344 2.064
H 3.276 0.931 2.133
*
```

- Energy relative to the best compared isomer or geometry (same formula, charge and spin): 88.8 kcal/mol
- DFT total energy: -17064.838 eV
- Frontier orbital gap: 6.80 eV
- Highest occupied orbital energy: -10.32 eV

---

Entry 7:
An isolated molecule of C4H4N2O. Source: the Open Molecules 2025 dataset; level of theory: the ωB97M-V functional and the def2-TZVPD basis.

```
! wB97M-V def2-TZVPD RIJCOSX def2/J DEFGRID3
* xyz 0 1
N 2.099 0.066 -0.727
C 1.136 -0.069 0.062
C 0.175 -1.166 0.224
C -1.083 -0.735 0.081
C -1.281 0.689 -0.100
N -0.470 1.588 0.330
O 0.719 1.074 0.819
H 2.378 1.051 -0.667
H 0.442 -2.193 0.427
H -1.951 -1.379 0.134
H -2.165 1.073 -0.582
*
```

- Energy relative to the best compared isomer or geometry (same formula, charge and spin): 67.9 kcal/mol
- DFT total energy: -9237.543 eV
- Frontier orbital gap: 9.88 eV
- Highest occupied orbital energy: -9.90 eV
- SMILES: [H]/N=c1/cccno1

---

Entry 8:
An isolated molecule of C5H3N3. Source: the Open Molecules 2025 dataset; level of theory: the ωB97M-V functional and the def2-TZVPD basis.

```
! wB97M-V def2-TZVPD RIJCOSX def2/J DEFGRID3
* xyz 0 1
C 0.830 -2.083 -1.205
C -0.073 -1.465 -0.713
C -0.785 0.522 0.273
C -0.381 1.558 0.749
C -0.232 3.821 -0.079
N -0.347 4.569 -0.934
N -1.019 -0.734 -0.108
N -0.190 2.847 1.059
H 1.575 -2.635 -1.692
H -1.938 -1.126 0.043
H 0.529 3.082 1.730
*
```

- Energy relative to the best compared isomer or geometry (same formula, charge and spin): 106.7 kcal/mol
- DFT total energy: -9698.195 eV
- Frontier orbital gap: 9.39 eV
- Highest occupied orbital energy: -8.90 eV
- SMILES: C#CNC#CNC#N

---

Entry 9:
A structure of composition C5H10O2. Source: the Open Molecules 2025 dataset; level of theory: the ωB97M-V functional and the def2-TZVPD basis.

```
! wB97M-V def2-TZVPD RIJCOSX def2/J DEFGRID3
* xyz 0 1
C 0.709 2.305 0.882
C 0.403 0.877 1.325
C -0.435 0.157 0.286
O 0.263 -0.031 -0.920
C -0.481 -1.300 0.268
C -0.449 -2.494 -1.851
O -0.320 -1.543 -2.668
H 1.389 2.805 1.579
H 1.175 2.299 -0.108
H -0.207 2.904 0.820
H 1.334 0.313 1.456
H -0.127 0.872 2.288
H -1.413 0.648 0.156
H -0.135 -0.697 -1.997
H -1.421 -1.832 0.240
H 0.367 -1.846 0.662
H -0.653 -3.436 -2.419
*
```

- Energy relative to the best compared isomer or geometry (same formula, charge and spin): 147.5 kcal/mol
- DFT total energy: -9436.647 eV
- Frontier orbital gap (spin up / spin down): 8.29 / 8.29 eV
- Highest occupied orbital energy (spin up / spin down): -8.07 / -8.07 eV

---

Entry 10:
A cluster of 2 separate species, C7H12N7O in total. Source: the Open Molecules 2025 dataset; level of theory: the ωB97M-V functional and the def2-TZVPD basis.

```
! wB97M-V def2-TZVPD RIJCOSX def2/J DEFGRID3
* xyz 1 1
C -0.440 -1.801 -1.143
C -2.332 -1.289 -0.340
C -1.612 -0.100 -0.575
C -3.524 -1.292 0.403
C -3.401 1.267 -0.004
C 1.731 0.425 0.760
C 2.001 -0.937 0.165
N -1.529 -2.353 -0.713
N -2.079 1.182 -0.344
N -0.403 -0.458 -0.972
N -3.997 0.196 0.493
N -4.086 2.347 -0.233
N 2.641 -0.936 -1.025
N 1.705 -2.126 0.679
O -4.125 -2.154 0.959
H 0.471 -2.112 -1.620
H 1.463 0.353 1.835
H 2.541 1.087 0.441
H 0.759 0.716 0.278
H -4.952 0.338 0.890
H -3.680 3.084 -0.968
H -5.099 2.417 -0.074
H 2.663 -0.048 -1.419
H 2.955 -1.684 -1.616
H 1.015 -2.116 1.413
H -1.529 2.050 -0.656
H 1.940 -2.914 0.130
*
```

- Energy relative to the best compared isomer or geometry (same formula, charge and spin): 0.0 kcal/mol
- DFT total energy: -19925.496 eV
- Frontier orbital gap: 8.36 eV
- Highest occupied orbital energy: -11.16 eV

---

Entry 11:
A structure of composition C5H7NO3S. Source: the Open Molecules 2025 dataset; level of theory: the ωB97M-V functional and the def2-TZVPD basis.

```
! wB97M-V def2-TZVPD RIJCOSX def2/J DEFGRID3
* xyz 0 1
C 1.151 0.972 0.213
C -1.425 1.287 0.486
C -0.130 0.512 0.165
C -0.548 -0.834 0.026
C 2.453 0.263 0.099
N 0.238 -1.792 -0.449
O -1.728 -1.164 0.384
O -2.963 0.025 -1.390
O -3.877 0.135 0.810
S -2.705 0.214 -0.004
H 1.310 2.047 0.486
H -1.346 2.195 0.062
H 2.803 0.215 -0.859
H 3.191 1.000 0.477
H 2.498 -0.687 0.622
H 1.082 -1.584 -0.851
H -0.003 -2.805 -0.279
*
```

- Energy relative to the best compared isomer or geometry (same formula, charge and spin): 69.7 kcal/mol
- DFT total energy: -23762.450 eV
- Frontier orbital gap (spin up / spin down): 6.72 / 6.72 eV
- Highest occupied orbital energy (spin up / spin down): -7.45 / -7.45 eV

---

Entry 12:
A cluster of 9 separate species, C40H49N14OS in total. Source: the Open Molecules 2025 dataset; level of theory: the ωB97M-V functional and the def2-TZVPD basis.

```
! wB97M-V def2-TZVPD RIJCOSX def2/J DEFGRID3
* xyz 1 1
C -1.106 -0.767 3.483
C -0.823 -0.156 2.458
N -0.477 0.180 1.093
N 0.681 -0.384 0.649
C 0.770 0.105 -0.685
N 1.836 -0.287 -1.391
N -0.335 0.922 -1.015
C -1.146 0.986 0.159
C -2.497 1.732 0.425
C -3.502 1.638 -0.827
S -5.218 2.151 -0.288
C -6.159 0.601 0.036
N -7.099 0.412 1.019
N -7.567 -0.879 0.938
C -6.881 -1.442 -0.133
O -5.962 -0.574 -0.748
H -1.402 -1.501 4.292
H 1.305 -1.003 1.178
H 2.406 -1.051 -1.002
H 2.175 0.163 -2.253
H -3.006 1.186 1.290
H -2.384 2.831 0.681
H -3.126 2.289 -1.676
H -3.581 0.579 -1.233
H -7.084 -2.515 -0.414
N -3.168 -2.340 -1.677
C -3.529 -3.332 -2.549
C -2.387 -3.966 -2.966
C -1.294 -3.338 -2.317
C -1.806 -2.341 -1.526
H -3.805 -1.710 -1.218
H -4.566 -3.498 -2.798
H -2.341 -4.792 -3.659
H -0.248 -3.590 -2.417
H -1.323 -1.632 -0.871
N 1.637 3.069 1.187
C 1.408 4.355 0.772
C 2.529 5.094 1.050
C 3.473 4.222 1.650
C 2.898 2.980 1.720
H 0.984 2.309 1.113
H 0.469 4.631 0.317
H 2.657 6.145 0.843
H 4.465 4.478 1.992
H 3.273 2.043 2.102
N 2.263 -1.924 -4.313
C 3.243 -2.883 -4.270
C 3.649 -3.130 -5.555
C 2.892 -2.286 -6.408
C 2.048 -1.552 -5.615
H 1.779 -1.552 -3.514
H 3.563 -3.306 -3.329
H 4.408 -3.838 -5.852
H 2.959 -2.223 -7.483
H 1.314 -0.800 -5.861
N 6.664 -0.290 -2.275
C 6.268 -1.260 -3.159
C 7.393 -1.882 -3.636
C 8.511 -1.270 -3.013
C 8.031 -0.295 -2.177
H 6.049 0.328 -1.774
H 5.222 -1.422 -3.373
H 7.412 -2.689 -4.353
H 9.551 -1.518 -3.161
H 8.541 0.396 -1.524
N -8.912 -0.984 3.999
C -9.011 -1.949 4.965
C -9.129 -1.321 6.180
C -9.107 0.075 5.937
C -8.975 0.253 4.583
H -8.810 -1.157 3.011
H -8.987 -2.996 4.705
H -9.223 -1.812 7.137
H -9.180 0.862 6.672
H -8.919 1.149 3.985
N 6.949 5.725 3.638
C 6.875 4.734 4.581
C 6.789 5.328 5.814
C 6.806 6.731 5.609
C 6.903 6.946 4.257
H 7.025 5.579 2.645
H 6.891 3.694 4.293
H 6.721 4.812 6.760
H 6.754 7.498 6.366
H 6.943 7.859 3.684
N 2.529 -2.508 3.742
C 2.754 -3.549 2.876
C 4.064 -3.933 3.009
C 4.651 -3.100 3.995
C 3.681 -2.233 4.431
H 1.655 -2.023 3.855
H 1.963 -3.922 2.242
H 4.547 -4.727 2.460
H 5.671 -3.132 4.346
H 3.711 -1.446 5.169
N -5.622 -0.009 -3.982
C -6.383 0.589 -4.953
C -5.865 0.238 -6.174
C -4.753 -0.608 -5.934
C -4.629 -0.745 -4.575
H -5.769 0.079 -2.988
H -7.224 1.212 -4.691
H -6.244 0.553 -7.134
H -4.115 -1.066 -6.675
H -3.922 -1.301 -3.978
*
```

- DFT total energy: -76003.759 eV
- Frontier orbital gap: 4.93 eV
- Highest occupied orbital energy: -9.49 eV